1.
{
  "formula": "C4H26NO11",
  "method": "the ωB97M-V functional and the def2-TZVPD basis",
  "gap_ev": 10.64,
  "e_lumo_ha": -0.0914,
  "total_energy_ha": -1050.17765,
  "spin_multiplicity": 1,
  "total_charge": 1,
  "e_above_lowest_kcal_mol": 54.2,
  "species": ["O", "C", "C", "C", "C", "O", "N", "H", "H", "H", "H", "H", "H", "H", "H", "H", "H", "O", "H", "H", "O", "H", "H", "O", "H", "H", "O", "H", "H", "O", "H", "H", "O", "H", "H", "O", "H", "H", "O", "H", "H", "O"],
  "positions_angstrom": [[-0.419199, 2.320084, -0.000047], [-1.466448, 1.790353, 0.264335], [-1.670203, 0.300217, 0.459738], [-2.640257, 0.010600, 1.650247], [-3.155830, -1.382219, 1.377500], [-3.434280, -1.802375, 0.282871], [-0.335508, -0.395582, 0.519689], [-2.278657, 2.479860, 0.611930], [-1.998362, -0.044649, -0.528648], [-2.220372, 0.223891, 2.615495], [-3.495516, 0.686163, 1.495425], [-3.599658, -1.999270, 2.206310], [0.263641, -0.205239, -0.283532], [0.211605, 0.004220, 1.292798], [-0.401561, -1.455190, 0.649377], [-2.026036, 1.972776, -3.232360], [-3.024875, 1.093068, -2.618341], [-2.073885, 1.316898, -2.513787], [2.660714, 2.919442, -0.291432], [3.746281, 2.001613, -0.480768], [3.196921, 2.323571, 0.254799], [1.798668, 0.333320, -2.085033], [3.055993, -0.550079, -1.721950], [2.214815, -0.220689, -1.393254], [0.357820, 1.868555, 2.869179], [-0.774557, 2.260081, 3.740013], [-0.605462, 1.731443, 2.956029], [2.798384, 1.493708, 3.128337], [2.363896, 1.545496, 1.616780], [2.051808, 1.396154, 2.529128], [1.601333, -2.406783, -3.999769], [0.248672, -3.029980, -3.433246], [0.734180, -2.233775, -3.638121], [0.071658, 1.240020, -3.126547], [0.395982, 2.035647, -1.839154], [0.776578, 1.696088, -2.658048], [2.809305, -3.910941, 0.622605], [2.832640, -2.464604, -0.080579], [2.285222, -3.117965, 0.391548], [0.464476, -3.391989, 0.449868], [-0.868962, -3.377305, 1.375412], [-0.450964, -3.054632, 0.565205]],
  "forces_ev_per_angstrom": [[0.37, -0.58, -0.72], [0.28, 1.22, 1.77], [0.53, 0.51, -0.72], [0.74, -0.38, -2.42], [-2.66, -0.89, 0.90], [0.93, 0.35, -0.32], [0.24, 0.72, 1.45], [-0.19, -0.76, -0.60], [-0.98, -0.08, 0.49], [0.32, -0.21, 0.29], [0.08, -0.22, 0.14], [0.89, 0.50, 0.18], [-0.08, -0.05, -0.50], [-0.08, -0.17, 0.19], [-0.04, 0.26, -0.36], [0.44, -0.02, 0.36], [0.72, -0.28, 0.39], [-1.37, 0.34, -0.84], [-0.39, 0.21, 0.70], [0.17, -0.49, 0.70], [0.18, 0.38, -1.48], [0.21, 0.03, 0.02], [-0.16, 0.11, -0.23], [-0.02, -0.18, 0.40], [0.20, -0.34, -0.30], [-0.48, 0.02, 0.16], [0.26, 0.30, 0.25], [0.03, 0.03, -0.23], [0.40, 0.25, 0.23], [-0.41, -0.31, -0.04], [-0.01, -0.61, -0.07], [0.32, -0.48, -0.18], [-0.36, 1.12, 0.25], [-0.18, -0.03, 0.08], [-0.24, 0.01, 0.06], [0.43, -0.07, -0.17], [-0.07, 0.89, -0.37], [-0.24, -0.65, 0.31], [0.27, -0.36, 0.07], [-0.28, 0.17, 0.42], [0.46, -0.38, -0.27], [-0.22, 0.15, 0.00]]
}


2.
{
  "formula": "C23H57N5O7",
  "method": "the ωB97M-V functional and the def2-TZVPD basis",
  "gap_ev": 1.10,
  "e_lumo_ha": -0.4777,
  "total_energy_ha": -1708.73764,
  "spin_multiplicity": 1,
  "total_charge": 4,
  "species": ["C", "C", "O", "N", "H", "H", "C", "H", "H", "H", "H", "H", "H", "C", "C", "O", "N", "H", "H", "C", "H", "H", "H", "H", "H", "H", "C", "C", "O", "N", "H", "H", "C", "H", "H", "H", "H", "H", "H", "C", "C", "C", "N", "C", "C", "C", "C", "C", "C", "H", "H", "H", "H", "H", "H", "H", "H", "H", "H", "H", "H", "H", "H", "H", "H", "H", "H", "H", "H", "C", "C", "C", "O", "C", "N", "H", "H", "H", "H", "H", "H", "H", "H", "H", "H", "H", "H", "O", "C", "O", "O", "H"],
  "positions_angstrom": [[-1.420591, -3.013578, 0.246605], [-2.803585, -3.730124, 0.078557], [-2.746685, -4.902748, -0.428951], [-3.948142, -3.295695, 0.492904], [-3.829811, 8.569379, -3.449426], [-4.749834, -3.867993, 0.694845], [-4.128055, -1.871856, 0.775262], [-0.962965, -3.044258, -0.752555], [-0.848137, -3.673523, 0.946636], [-1.458368, -1.992284, 0.626350], [-5.160570, -1.802984, 1.155451], [-4.053704, -1.259747, -0.086479], [-3.713821, -1.435358, 1.629613], [-2.069289, 1.729745, -6.340510], [-3.076623, 2.815862, -6.117860], [-2.619110, 3.970460, -6.069053], [-4.312628, 2.441665, -5.916273], [4.409892, -3.408398, -8.130614], [-4.483295, 1.488910, -6.119697], [-5.362637, 3.391204, -5.813997], [-1.524613, 2.037458, -7.245668], [-2.558496, 0.738407, -6.468197], [-1.332347, 1.646771, -5.569652], [-6.307938, 3.198246, -6.395035], [-4.924498, 4.320286, -6.169759], [-5.807273, 3.681807, -4.832668], [-1.005193, -8.966728, -0.574134], [-1.124726, -7.505126, -0.991824], [-0.241338, -6.747449, -0.829031], [-2.269969, -6.993515, -1.796116], [-2.522169, -5.956555, -1.524381], [-1.865411, -6.915123, -2.756950], [-3.440870, -7.905499, -1.905984], [-0.299120, -9.369717, -1.286497], [-1.933294, -9.557658, -0.652803], [-0.623955, -9.015016, 0.443744], [-3.033417, -8.912954, -2.036154], [-3.995895, -7.570496, -2.806676], [-4.045394, -7.836201, -1.006443], [4.244218, -4.785655, 3.352209], [3.712505, -3.477960, 4.082760], [4.436516, -2.277065, 3.655829], [4.176440, -0.982551, 4.552930], [2.777883, -0.539598, 4.534579], [1.864665, -0.677974, 5.445678], [6.929720, 1.565614, 3.472780], [6.202572, 0.770084, 4.327405], [5.085727, 0.021689, 3.854618], [4.730547, -1.188325, 5.869718], [3.848923, -4.899997, 2.274015], [3.780940, -5.550622, 3.952352], [5.336653, -4.846750, 3.427782], [3.731088, -3.768777, 5.126976], [2.676712, -3.318663, 3.940211], [3.860249, -1.994593, 2.683379], [5.585922, -2.290882, 3.619567], [1.786379, 0.010507, 8.183229], [2.508589, -0.462705, 3.516494], [2.189568, -0.757094, 6.431863], [0.832258, -0.544085, 5.329621], [7.846847, 1.967457, 3.888114], [6.624377, 1.588526, 2.413628], [3.710377, -10.906786, -4.400198], [6.709421, 0.893800, 5.345062], [-2.810001, -4.347572, 2.951873], [4.780435, 0.456900, 2.836177], [4.584751, -0.317487, 6.495346], [5.862128, -1.264097, 5.935665], [4.229484, -1.890534, 6.365275], [-2.161595, 6.669461, 0.375838], [-0.826007, 7.202004, 0.076352], [0.146226, 6.024621, -0.219428], [1.302376, 6.771497, -0.384165], [2.455863, 6.015962, -0.721554], [-0.678131, 8.124920, -1.106572], [-1.275154, 8.943514, -1.010286], [0.254582, 8.421930, -1.205702], [-0.865413, 7.699103, -1.980087], [-2.149432, 6.277406, 1.438791], [-2.319132, 5.780564, -0.243342], [-3.058051, 7.313259, 0.293337], [-0.457341, 7.688095, 0.951539], [-0.136699, 5.348286, -1.095719], [0.044600, 5.335679, 0.647529], [2.367008, 4.981007, -0.411884], [3.431295, 6.458716, -0.311940], [2.526965, 6.146022, -1.804047], [-3.559431, 6.324941, -4.548435], [-2.640336, 6.900533, -3.755766], [-1.524207, 6.465488, -3.522535], [-3.061763, 8.072637, -3.205097], [-3.458241, 5.369932, -4.738343]],
  "forces_ev_per_angstrom": [[-1.14, -0.69, -0.15], [2.52, -3.63, -1.45], [-0.07, 1.78, 0.81], [-0.33, 2.89, 1.47], [-1.09, -0.39, -1.00], [0.18, -0.57, -0.61], [-3.05, -0.83, 0.57], [0.04, 0.04, 0.46], [-0.46, 0.56, -0.65], [-0.09, -0.16, -0.04], [-0.09, 0.08, -0.78], [0.26, 0.47, -0.80], [1.96, 0.18, 1.14], [-0.62, -0.95, -1.42], [3.50, 1.25, 0.50], [-1.37, -0.26, 0.43], [-1.51, -0.34, 0.40], [0.02, -0.05, -0.03], [-0.54, -0.73, 0.02], [-2.28, 1.83, -0.13], [-0.18, -0.44, 0.16], [0.50, 0.51, -0.14], [0.21, 0.24, 0.71], [1.36, -0.28, 0.06], [-0.29, 0.18, -0.33], [0.93, -0.87, 0.01], [-1.47, 0.33, -0.32], [0.31, -0.94, 0.57], [0.85, 1.11, 0.23], [-0.12, 0.33, -1.58], [0.44, -1.20, 0.60], [-0.27, -0.01, 0.76], [-0.18, 0.27, -0.80], [0.38, -0.33, 0.01], [0.56, 0.31, 0.25], [0.14, 0.05, -0.16], [-0.59, 0.29, -0.20], [0.08, -0.47, 0.73], [-0.02, -0.01, -0.05], [-1.31, 1.12, -0.96], [0.73, -2.25, 0.59], [-0.20, 1.93, -1.49], [2.63, 1.03, -1.06], [0.54, -0.89, -2.38], [0.91, 0.48, 1.06], [-0.77, -1.04, -0.95], [0.18, -0.29, 1.93], [-0.30, 2.52, -0.62], [3.29, 3.02, 0.76], [0.91, 0.33, 1.66], [0.15, -0.70, -0.12], [-0.36, -0.09, -0.20], [0.70, 0.49, 0.47], [-1.20, -0.03, -0.64], [1.96, -0.17, 1.16], [-1.82, -0.28, -0.26], [0.07, 0.06, -0.10], [-0.37, 0.50, -1.11], [0.25, -0.79, 1.93], [-1.17, 0.34, -0.64], [-0.09, 0.49, -0.58], [0.62, 0.50, 0.47], [0.04, -0.01, -0.05], [-1.56, -1.27, -0.95], [0.02, 0.04, -0.02], [-0.09, -1.60, 1.40], [-0.39, 0.67, -0.16], [-1.49, -0.68, -0.73], [-1.66, -3.42, 1.68], [-2.02, -1.24, 0.84], [0.81, -1.37, -0.92], [-1.57, 0.34, 0.06], [1.35, -0.79, 0.79], [1.54, 1.12, -0.61], [-1.58, 0.70, 1.65], [-0.12, 0.09, -0.12], [1.82, 0.55, 0.37], [-0.99, -1.27, -1.66], [0.00, 0.58, -1.13], [-0.39, 0.16, -0.07], [0.70, -0.04, -0.04], [0.58, 0.79, 0.23], [0.26, 1.28, 0.52], [0.84, 0.45, -0.03], [0.00, -0.17, -0.04], [-1.70, -0.43, -0.16], [0.34, -0.75, -0.08], [-0.05, 1.07, 1.15], [-0.65, -0.66, -1.00], [-1.20, 0.81, 0.51], [2.28, -0.92, 0.76], [1.04, 0.17, -0.37]]
}


3.
{
  "formula": "C10H17N4",
  "method": "the ωB97M-V functional and the def2-TZVPD basis",
  "gap_ev": [6.86, 6.86],
  "e_lumo_ha": [-0.1786, -0.1785],
  "total_energy_ha": -609.81209,
  "spin_multiplicity": 1,
  "total_charge": 1,
  "e_above_lowest_kcal_mol": 101.5,
  "species": ["C", "C", "C", "C", "C", "C", "C", "C", "C", "C", "N", "N", "N", "N", "H", "H", "H", "H", "H", "H", "H", "H", "H", "H", "H", "H", "H", "H", "H", "H", "H"],
  "positions_angstrom": [[-1.741386, -2.376923, -0.650893], [-1.716634, -1.971319, -1.950928], [-0.330178, -1.664924, 1.284028], [0.710746, -0.526824, 1.221833], [-1.488823, 0.968679, -1.459403], [-1.847945, 0.271830, -2.681569], [0.188055, -0.606202, -1.984236], [-0.167534, 0.232720, -0.932608], [1.449554, -1.383172, -2.230158], [-0.030740, 1.734964, 0.888587], [-1.009985, -1.875889, 0.308166], [-0.981095, -0.992979, -2.649515], [0.385105, 0.467430, 0.297748], [1.772966, 0.547286, 3.932139], [-2.419616, -3.199729, -0.207157], [-2.464115, -2.396346, -2.672241], [1.030698, -0.058221, 2.218161], [1.558541, -0.999219, 0.947793], [-1.142082, 2.003909, -1.605593], [-2.068110, 0.895727, -0.561846], [-2.795034, -0.032554, -2.915415], [-1.399096, 0.680754, -3.614818], [1.378254, -2.373199, -1.720867], [2.345640, -0.942628, -1.741230], [1.373425, -1.413104, -3.275911], [0.405928, 1.778740, 1.949071], [0.256349, 2.465271, 0.179558], [-1.037209, 1.753216, 1.106958], [1.870048, 1.427944, 4.426146], [2.785004, 0.096963, 4.030357], [1.213903, -0.009402, 4.620028]],
  "forces_ev_per_angstrom": [[-2.60, -2.14, -1.60], [-1.32, -1.30, -1.27], [-1.73, 0.22, -3.68], [-0.44, 1.81, 2.72], [2.65, 1.07, 3.11], [3.69, -1.07, -2.72], [0.69, -0.31, 4.23], [-0.34, -0.22, -2.83], [-0.76, 0.03, 2.71], [2.19, -1.00, 2.20], [3.76, 1.06, 4.41], [-0.88, -0.15, 0.24], [-0.64, 1.22, -0.62], [2.16, -1.85, 1.54], [0.66, 1.43, -1.48], [0.55, 0.01, 1.20], [-0.92, -0.67, -1.13], [2.74, -2.27, -1.07], [-0.74, -0.19, -0.02], [-1.52, 0.29, -0.09], [-2.68, -0.37, -0.08], [-0.72, 0.75, 0.80], [-0.11, 0.24, -0.90], [-0.58, 0.18, -0.93], [1.20, -0.71, -1.57], [0.04, 0.54, -1.89], [0.30, 1.30, 0.00], [-2.60, 0.18, -0.01], [0.10, 0.31, -0.15], [-2.69, 1.22, -0.33], [0.52, 0.39, -0.79]]
}


4.
{
  "formula": "C2H2N2O",
  "method": "the ωB97M-V functional and the def2-TZVPD basis",
  "gap_ev": 9.91,
  "e_lumo_ha": 0.0029,
  "total_energy_ha": -262.02747,
  "spin_multiplicity": 1,
  "e_above_lowest_kcal_mol": 85.6,
  "species": ["C", "C", "N", "N", "O", "H", "H"],
  "positions_angstrom": [[1.159483, 0.672588, 0.104529], [2.158382, 1.448526, 0.245722], [-0.850478, -0.538740, 0.267853], [0.109939, 0.028304, 0.248205], [3.093473, 2.120244, 0.224211], [-2.870679, -1.527414, -0.590912], [-2.800121, -2.203506, -0.499609]],
  "forces_ev_per_angstrom": [[1.62, 0.86, 0.01], [-1.24, -1.02, -0.46], [-0.46, -0.40, 0.40], [-0.47, 0.05, -0.14], [0.82, 0.68, 0.31], [-0.37, 2.23, -0.37], [0.11, -2.41, 0.25]]
}


5.
{
  "formula": "C3H2ClNO2S",
  "method": "the ωB97M-V functional and the def2-TZVPD basis",
  "gap_ev": [6.34, 6.50],
  "e_lumo_ha": [-0.0373, -0.1457],
  "total_energy_ha": -1178.85036,
  "spin_multiplicity": 3,
  "s2": 2.020,
  "e_above_lowest_kcal_mol": 60.7,
  "species": ["C", "C", "C", "N", "O", "O", "S", "Cl", "H", "H"],
  "positions_angstrom": [[-1.200206, -0.850829, 0.795000], [-0.634387, -0.645064, -0.602394], [-0.142516, 0.767719, -0.032173], [-0.957735, 0.410867, 1.119354], [-0.736520, -1.090283, -1.707991], [2.203813, 1.009434, -1.188553], [1.668479, 1.025980, 0.124017], [2.067651, -0.902632, 1.142680], [-1.642084, -1.651776, 1.307172], [-0.626498, 1.926583, -0.957114]],
  "forces_ev_per_angstrom": [[2.38, 2.53, -4.91], [-0.64, -1.00, 3.55], [-3.19, 1.28, -2.28], [0.85, 2.22, 2.60], [0.18, -0.85, -2.37], [0.64, -0.15, -1.79], [-0.90, -1.01, 2.61], [-0.18, 1.20, -0.70], [-0.63, -0.84, 0.44], [1.49, -3.38, 2.86]]
}